Record 1
ORCA calculation (ωB97M-V/def2-TZVPD) on a structure of composition C22H16Br2INO2PdS.

Element x y z (Å)
C  2.098  3.467  0.370
H  2.491  3.743  1.341
C  0.577  -1.921  -1.440
H  3.432  -3.335  -3.607
Pd  0.390  0.355  0.547
C  0.321  2.604  -0.978
C  -1.544  -2.012  -0.515
C  -3.168  5.484  -1.165
H  -0.997  -4.789  -2.357
H  -0.682  0.460  2.978
H  -3.836  6.614  -2.864
H  -3.502  6.221  -0.446
H  -2.288  -1.524  0.104
C  2.883  3.599  -0.762
C  -1.799  -3.255  -1.119
C  -2.932  4.763  -3.454
C  1.476  -3.675  -2.852
S  -1.333  1.881  -1.119
C  1.774  -1.122  -1.597
C  2.764  -1.697  -2.391
C  -2.557  4.320  -0.726
Br  1.338  -5.365  -3.710
Br  4.356  -0.718  -2.662
H  0.711  2.428  -3.082
H  -0.200  -1.251  2.550
H  -3.085  4.934  -4.511
O  -1.788  1.635  0.297
C  -3.353  5.706  -2.526
C  1.096  2.742  -2.119
C  -2.324  3.591  -3.022
C  0.804  2.969  0.274
C  0.411  -3.176  -2.072
C  -0.827  -3.833  -1.881
N  -0.407  -1.380  -0.667
O  1.873  0.021  -1.033
I  1.990  0.249  2.867
H  0.155  2.939  1.142
H  -2.003  2.840  -3.736
C  2.622  -2.949  -3.003
C  -2.134  3.391  -1.665
H  -2.415  4.117  0.328
H  2.993  3.347  -2.893
H  3.894  3.975  -0.677
H  -2.755  -3.739  -0.969
C  2.378  3.247  -2.008
C  -0.034  -0.190  2.400

Summary:
- Net charge: 0
- Molecular weight: 751.57 g/mol
- ΔE to the lowest compared entry with this formula, charge and spin: 28.5 kcal/mol



Record 2
ORCA calculation (ωB97M-V/def2-TZVPD) on a cluster of 2 separate species, C4H11N2 in total.

Element x y z (Å)
H  0.562  -2.852  0.731
H  1.746  0.164  -1.191
C  0.998  0.895  -1.490
C  1.317  -2.102  0.835
H  1.483  -1.651  1.794
N  -1.905  -0.001  -0.264
H  -2.302  -0.881  -0.557
H  2.020  -1.956  0.040
H  0.791  1.617  0.431
H  -2.064  1.290  1.450
N  0.179  1.260  -0.314
H  -1.888  -0.466  1.890
C  -0.604  0.123  0.212
H  1.495  1.773  -1.897
H  -0.469  2.022  -0.574
C  -1.717  0.307  1.156
H  0.358  0.458  -2.252

Summary:
- Net charge: +1
- Molecular weight: 87.15 g/mol
- ΔE to the lowest compared entry with this formula, charge and spin: 142.4 kcal/mol